Molecular formula: C22H67N23O14
Method: DFT, wB97M-V/def2-TZVPD

XYZ file:
```
126
C22H67N23O14 (wB97M-V/def2-TZVPD)
O -22.11 -2.41 -17.69
C -20.99 -3.11 -17.14
C -21.40 -4.32 -16.06
O -22.42 -5.29 -16.21
H -20.32 -2.38 -16.70
H -20.43 -3.51 -17.98
H -21.65 -3.83 -15.13
H -20.55 -4.83 -15.60
C -18.41 0.65 -15.83
C -17.63 1.17 -14.61
C -18.81 1.33 -13.55
C -19.27 -0.04 -12.93
C -17.96 -0.65 -12.31
C -16.88 -1.01 -13.33
N -16.57 0.19 -14.16
O -15.51 -0.01 -15.05
C -15.64 -1.47 -12.57
C -17.39 -2.19 -14.12
C -17.07 2.59 -14.81
H -19.14 -0.13 -15.64
H -17.72 0.33 -16.61
H -18.88 1.49 -16.34
H -18.58 2.01 -12.73
H -19.74 1.76 -13.94
H -19.78 -0.63 -13.70
H -20.05 0.10 -12.18
H -18.17 -1.47 -11.63
H -17.54 0.17 -11.74
H -15.25 -0.77 -11.83
H -15.86 -2.34 -11.96
H -14.93 -1.94 -13.26
H -18.41 -2.07 -14.49
H -16.70 -2.56 -14.87
H -17.61 -3.00 -13.43
H -17.85 3.34 -14.81
H -16.65 2.52 -15.81
H -16.38 2.89 -14.01
H -15.84 -0.67 -15.66
C -16.79 -5.86 -14.74
O -15.70 -5.47 -14.49
N -17.43 -5.41 -15.77
N -17.39 -6.87 -14.21
H -18.40 -5.68 -15.84
H -17.10 -4.58 -16.25
H -18.25 -7.19 -14.63
H -16.82 -7.46 -13.62
C -25.12 -8.11 -17.10
O -25.30 -7.07 -17.72
N -24.00 -8.36 -16.39
N -25.93 -9.14 -17.14
H -23.49 -7.52 -16.20
H -23.71 -9.30 -16.17
H -26.64 -9.19 -17.86
H -25.30 -9.90 -16.95
C -22.01 -6.68 -19.38
O -22.72 -5.72 -19.54
N -21.26 -7.22 -20.36
N -21.63 -7.14 -18.26
H -20.70 -8.03 -20.16
H -21.13 -6.68 -21.21
H -20.66 -7.39 -18.16
H -22.08 -6.71 -17.47
C -24.61 -1.60 -15.07
O -25.00 -2.59 -15.70
N -25.37 -0.92 -14.23
N -23.46 -1.01 -15.17
H -25.00 -0.10 -13.77
H -26.26 -1.24 -13.90
H -22.82 -1.51 -15.77
H -23.25 -0.18 -14.64
C -16.37 -2.50 -17.42
O -15.60 -1.72 -16.97
N -16.11 -3.72 -17.67
N -17.65 -2.23 -17.55
H -15.27 -4.06 -17.22
H -16.89 -4.31 -17.92
H -17.76 -1.25 -17.75
H -18.25 -2.92 -17.98
C -22.39 -3.33 -12.12
O -23.31 -3.29 -11.27
N -21.80 -4.43 -12.48
N -22.11 -2.48 -12.98
H -21.95 -5.33 -12.06
H -21.40 -4.47 -13.40
H -22.54 -1.57 -12.98
H -21.47 -2.73 -13.72
C -25.34 -5.61 -14.33
O -25.69 -5.37 -15.45
N -24.07 -5.77 -14.02
N -26.04 -5.63 -13.25
H -23.41 -5.50 -14.74
H -23.81 -5.73 -13.05
H -27.02 -5.37 -13.18
H -25.43 -5.55 -12.46
C -20.45 -8.23 -14.66
O -19.71 -8.06 -15.59
N -21.44 -7.46 -14.40
N -20.24 -9.03 -13.63
H -21.76 -6.68 -14.96
H -22.01 -7.81 -13.64
H -21.02 -9.00 -12.99
H -19.40 -9.58 -13.46
C -18.54 -4.96 -20.13
O -18.09 -4.98 -18.98
N -19.57 -4.19 -20.52
N -17.88 -5.45 -21.13
H -20.01 -3.63 -19.81
H -19.58 -3.86 -21.48
H -17.84 -5.08 -22.07
H -17.04 -6.01 -21.05
C -21.98 1.07 -17.88
O -21.65 2.18 -18.21
N -22.82 0.35 -18.52
N -21.42 0.29 -17.01
H -22.80 -0.63 -18.31
H -23.23 0.65 -19.40
H -20.77 0.63 -16.31
H -21.77 -0.65 -17.06
C -19.38 -0.40 -20.28
O -18.79 -0.57 -21.29
N -18.93 0.05 -19.20
N -20.50 -0.98 -20.07
H -18.02 0.50 -19.23
H -19.53 0.12 -18.40
H -20.86 -1.21 -19.15
H -20.88 -1.56 -20.81
```

## Properties
E	-3191.29444	Ha
lowest unoccupied orbital energy	3.87	eV
HOMO	-1.944	eV
multiplicity	1
HOMO-LUMO gap	0.2136	Ha
total charge	-2